No. 1
# C3H7NO2

C3H7NO2 in the gas phase (wB97M-V/def2-TZVPD, OMol25).

Atoms and positions in Å:
C -0.84246 1.55050 0.29510
C -0.28015 0.21764 -0.08605
N -1.15534 -0.67212 -0.34116
O -0.61593 -1.96743 -0.37423
C 1.19772 -0.06949 0.10302
O 1.76158 -0.82074 -0.94161
H -1.91589 1.55635 0.09223
H -0.70585 1.61859 1.37768
H -0.34600 2.39560 -0.18672
H -1.39985 -2.48432 -0.16563
H 1.31740 -0.56917 1.08064
H 1.75422 0.87240 0.15301
H 1.23052 -1.62779 -1.00628

Atoms 1-2, force components in eV/Å:
C -0.04 -0.05 -0.17
C -0.18 -0.27 0.18

Computed properties:
Orbital gap   10.79 eV
Largest force on an atom   0.6 eV Å⁻¹
SMILES   C/C(CO)=N/O
Energy relative to the best compared isomer or geometry (same formula, charge and spin)   2.863 eV


No. 2
# C23H44BrFIO14P3

A 4-piece molecular cluster, C23H44BrFIO14P3 overall (wB97M-V/def2-TZVPD, OMol25).

Atoms and positions in Å:
C 10.36260 3.52247 -1.50318
C 10.91590 2.12408 -1.94998
Br 12.34504 2.48628 -3.32060
C 9.93718 0.98618 -2.37548
C 8.45288 1.28700 -2.77053
C 8.24881 2.51267 -3.77916
C 9.30452 2.55043 -4.93574
F 8.68447 2.66132 -6.22031
C 7.52048 1.53410 -1.52622
C 6.12500 2.14790 -1.86966
C 5.74940 3.41842 -1.22351
C 4.48183 4.09161 -1.42757
C 3.50343 3.49640 -2.33358
C 3.87100 2.25881 -3.00033
C 5.15576 1.57373 -2.78843
O 7.99685 0.16082 -3.61708
C 7.94652 -1.04976 -2.97464
O 6.96945 -1.43406 -2.41349
I 9.57862 -2.51422 -2.97979
H 9.26309 3.67661 -1.53428
H 10.71204 3.77110 -0.46026
H 10.81455 4.32528 -2.15100
H 11.51702 1.73424 -1.08303
H 10.40493 0.42741 -3.23565
H 9.91424 0.22431 -1.53967
H 7.26988 2.27891 -4.29025
H 8.08603 3.48324 -3.25857
H 10.05033 3.38134 -4.85178
H 9.91370 1.60485 -4.99094
H 7.30214 0.59563 -0.93601
H 7.97683 2.22542 -0.76230
H 6.49125 3.87411 -0.52299
H 4.32046 5.03499 -0.85045
H 2.52706 4.02025 -2.45223
H 3.12956 1.79524 -3.68563
H 5.36732 0.62273 -3.32631
C -2.51763 1.82381 2.12760
O -1.25096 2.37272 2.52513
P -0.01241 2.41018 1.36732
O 0.91471 3.24045 2.21735
O -0.90725 3.33279 0.36332
C -1.13515 4.69391 0.69381
O 1.10729 2.16926 0.11137
C 1.93473 1.01347 0.29358
H -2.84100 1.10296 2.87634
H -3.25065 2.63095 2.07678
H -2.46594 1.32955 1.15774
H -0.82545 4.93939 1.70937
H -2.20531 4.89382 0.60068
H -0.60124 5.32811 -0.01519
H 1.31057 0.11970 0.35316
H 2.53775 1.11494 1.19871
H 2.60124 0.92595 -0.56425
C -7.76111 -2.09732 3.63495
O -6.77952 -1.11377 3.27501
P -7.16276 -0.04017 2.01481
O -5.94087 0.81042 2.26351
O -8.46311 0.50841 2.82920
C -8.26897 1.30274 3.99060
O -7.65321 0.87068 0.66221
C -7.10211 0.42574 -0.58177
H -7.28091 -3.07387 3.68618
H -8.16225 -1.84783 4.61999
H -8.58180 -2.14311 2.91925
H -7.23258 1.31266 4.32696
H -8.88883 0.89383 4.79193
H -8.59698 2.32210 3.78469
H -7.39363 -0.60858 -0.77373
H -6.01344 0.51442 -0.57010
H -7.49796 1.05700 -1.37641
C -8.36140 -9.15106 1.14010
O -7.52946 -8.03024 1.46648
P -8.29322 -6.54675 1.77948
O -7.03274 -5.86922 2.25148
O -9.14927 -7.18639 3.00765
C -8.48358 -7.51614 4.21913
O -9.25471 -5.14708 1.86754
C -9.25472 -4.35347 0.67701
H -7.96795 -9.63407 0.24647
H -8.33177 -9.86262 1.96802
H -9.39598 -8.85956 0.96012
H -7.39847 -7.46919 4.13110
H -8.76434 -8.53455 4.49707
H -8.81692 -6.83819 5.00540
H -9.62553 -4.94002 -0.16510
H -8.24721 -3.98535 0.46624
H -9.91615 -3.50125 0.83233

Atoms 1-2, force components in eV/Å:
C 0.51 0.98 0.12
C 0.08 0.31 1.14

Computed properties:
Orbital gap   6.71 eV
Largest force on an atom   9.1 eV Å⁻¹
SMILES   C[C@H](Br)C[C@](CCF)(Cc1ccccc1)OC(=O)I.COP(=O)(OC)OC.COP(=O)(OC)OC.COP(=O)(OC)OC


No. 3
# C9H10BeN2O2S2Se2

C9H10BeN2O2S2Se2 as an isolated structure (wB97M-V/def2-TZVPD, OMol25).

Atoms and positions in Å:
Be 0.32487 -1.11795 -1.24353
O -0.36058 2.99269 3.04892
C 0.06797 3.12001 1.68979
C -0.16784 1.85235 0.85342
C -1.66487 1.63444 0.60553
O -2.38017 1.13538 1.72729
C 0.48522 0.66634 1.57726
Se -0.09328 -1.13985 1.02695
C 0.54112 2.16694 -0.47495
Se 0.32499 0.97054 -2.03486
H -0.35637 3.87094 3.43690
H 1.14156 3.35270 1.66270
H -0.46559 3.94861 1.20568
H -1.76976 0.95678 -0.24063
H -2.12095 2.59090 0.32501
H -2.08703 0.20888 1.79774
H 0.26626 0.73342 2.63985
H 1.56858 0.72869 1.45441
H 1.61102 2.24039 -0.27757
H 0.20970 3.14505 -0.83701
S 2.07970 -2.23840 -1.72128
C 1.25039 -3.73189 -2.04737
C 2.05079 -4.91886 -2.18330
N 2.71864 -5.85139 -2.30737
C -0.09881 -3.79801 -2.22179
S -1.13243 -2.39989 -2.13081
C -0.71831 -5.05614 -2.54168
N -1.22481 -6.06269 -2.78931

Atoms 1-2, force components in eV/Å:
Be -0.07 -0.03 0.34
O -0.02 0.00 -0.02

Computed properties:
Orbital gap   5.56 eV
Largest force on an atom   0.3 eV Å⁻¹
Total charge   -2


No. 4
# C19H21HgIN2O3S

C19H21HgIN2O3S as an isolated structure (wB97M-V/def2-TZVPD, OMol25).

Atoms and positions in Å:
C 1.43918 -0.40625 2.43767
C 0.17383 0.29596 2.87307
H 1.68579 -1.31319 3.01502
H 2.23076 0.27873 2.17138
H 1.16173 -0.85826 1.50703
H -0.45731 0.30081 1.99410
H -0.43358 -0.20922 3.65130
H 0.35972 1.34263 3.07925
C 0.07771 -2.86198 -2.26499
C -0.03642 -3.90472 -3.16610
C -1.28537 -4.09882 -3.78206
C -2.36547 -3.28329 -3.43027
H 0.97056 -2.67440 -1.67939
H 0.81790 -4.53300 -3.37920
H -1.41227 -4.89441 -4.51963
H -3.35570 -3.45022 -3.82712
N -0.93895 -2.03561 -2.07627
C -2.19362 -2.20611 -2.54695
C -3.27577 -1.32481 -2.04244
N -2.93063 -0.38510 -1.15081
C -3.83864 0.34508 -0.47941
C -5.59625 -0.64843 -1.78218
C -5.19645 0.25833 -0.80374
H -3.45479 0.98766 0.32549
H -5.89346 0.89185 -0.27841
C -4.63421 -1.46495 -2.35693
H -4.89932 -2.22654 -3.05069
H -6.64170 -0.71823 -2.07016
Hg -0.82556 -0.60274 -0.36644
I -2.05468 -2.95214 1.18633
C 4.83812 2.50697 3.52948
C 3.90181 2.50456 2.34754
C 2.68046 3.18339 2.41818
C 1.80060 3.14746 1.34900
C 2.10930 2.38249 0.22632
C 3.35956 1.78366 0.08248
C 4.26818 1.83146 1.15169
S 0.82133 2.01552 -0.98060
O -0.45309 2.38254 -0.39276
O 1.19266 2.57804 -2.23824
O 0.94512 0.49116 -1.03219
H 5.20160 3.52920 3.73931
H 4.30422 2.14450 4.42878
H 5.71937 1.86845 3.34076
H 2.40238 3.73913 3.30373
H 0.84942 3.64358 1.36402
H 3.61545 1.29080 -0.86366
H 5.24646 1.32848 1.03872

Atoms 1-2, force components in eV/Å:
C -0.43 -1.20 -0.17
C -0.62 0.05 0.24

Computed properties:
Orbital gap   7.24 eV
Largest force on an atom   2.5 eV Å⁻¹
Energy relative to the best compared isomer or geometry (same formula, charge and spin)   0.000 eV


No. 5
# C5H7NO2

C5H7NO2 as an isolated structure (wB97M-V/def2-TZVPD, OMol25).

Atoms and positions in Å:
C -1.31246 0.06175 -0.52384
C -0.45163 -1.15148 -0.03031
C 0.99390 -1.15512 -0.51669
C 0.82860 1.50939 -0.08554
C -0.49352 0.92156 0.40380
H -0.63939 -2.21162 0.37990
H 0.91645 -1.52193 -1.65493
H 1.88697 -1.59201 0.00518
H 1.44039 1.77295 0.95147
H 0.80758 2.42186 -0.82446
H -1.40947 1.50421 0.93059
H -1.24545 -0.75685 1.60325
N -0.24721 -0.40149 1.05692
O -2.46139 0.28296 -0.88406
O 1.38662 0.31581 -0.81129

Atoms 1-2, force components in eV/Å:
C -2.38 0.13 -2.00
C 2.75 -4.67 -2.48

Computed properties:
Orbital gap   10.29 eV
Largest force on an atom   10.1 eV Å⁻¹
Energy relative to the best compared isomer or geometry (same formula, charge and spin)   5.835 eV


No. 6
# C2H8N4O2

C2H8N4O2 as an isolated structure (wB97M-V/def2-TZVPD, OMol25).

Atoms and positions in Å:
C -0.06011 0.65549 1.91372
C 0.62178 -0.18931 0.80373
N 0.72094 -0.44012 -2.62734
N 0.69536 -1.02009 -1.56400
N -0.96311 0.66271 -0.84722
N -0.39104 -0.45931 -0.20128
O 1.05823 -2.15970 -1.33649
O -1.25501 -1.30403 0.08202
H -1.07962 0.69503 1.63906
H 0.07632 0.04392 2.86411
H 0.56279 1.54414 1.88185
H 1.40380 0.41725 0.25010
H 1.04125 -1.09197 1.10009
H 0.27582 0.58924 -2.61114
H -0.74705 1.55027 -0.37323
H -1.96036 0.50648 -0.97399

Atoms 1-2, force components in eV/Å:
C 2.67 -2.41 0.70
C 0.26 3.25 -0.89

Computed properties:
Orbital gap   9.15 eV
Largest force on an atom   3.9 eV Å⁻¹
Energy relative to the best compared isomer or geometry (same formula, charge and spin)   8.878 eV


no.,highest occupied orbital energy (eV)
1,-9.937
2,-9.031
3,-1.001
4,-8.354
5,-9.740
6,-8.800